No. 1
{"formula": "C5H34N10O12", "method": "ωB97M-V with the def2-TZVPD basis set", "relative_energy_kcal_mol": 101.5, "e_lumo_ev": 0.0, "orbital_gap_ev": 9.441, "spin_multiplicity": 1, "smiles": "NC(N)=O.NC(N)=O.NC(N)=O.NC(N)=O.NC(N)=O.O.O.O.O.O.O.O", "species": ["N", "C", "N", "O", "H", "H", "H", "H", "N", "C", "N", "O", "H", "H", "H", "H", "N", "C", "N", "O", "H", "H", "H", "H", "N", "C", "N", "O", "H", "H", "H", "H", "N", "C", "N", "O", "H", "H", "H", "H", "O", "H", "H", "O", "H", "H", "O", "H", "H", "O", "H", "H", "O", "H", "H", "O", "H", "H", "O", "H", "H"], "xyz": [[0.810, -3.998, 0.894], [-0.129, -4.179, 0.026], [-1.004, -4.932, 0.677], [-0.331, -3.572, -0.951], [1.630, -3.441, 0.705], [0.828, -4.607, 1.700], [-1.931, -5.119, 0.322], [-0.881, -5.220, 1.637], [1.581, 1.837, 1.480], [0.516, 1.729, 0.713], [0.877, 1.603, -0.538], [-0.594, 1.545, 1.090], [1.506, 1.954, 2.480], [2.482, 1.997, 1.051], [0.072, 1.357, -1.096], [1.624, 0.926, -0.594], [-2.521, -0.741, -7.442], [-1.252, -0.718, -7.755], [-0.518, -0.727, -6.661], [-0.706, -0.774, -8.853], [-3.159, -0.565, -8.205], [-2.752, -0.483, -6.493], [-0.794, -0.743, -5.689], [0.469, -0.713, -6.874], [-5.819, 5.134, -1.937], [-5.147, 4.123, -1.455], [-4.911, 4.189, -0.209], [-4.918, 3.055, -2.084], [-5.857, 5.162, -2.946], [-5.975, 5.955, -1.369], [-5.451, 4.910, 0.247], [-4.343, 3.524, 0.297], [-2.409, -1.597, 3.636], [-2.423, -1.240, 4.946], [-2.393, 0.031, 5.135], [-2.492, -2.091, 5.765], [-2.398, -2.573, 3.379], [-2.074, -0.919, 2.967], [-2.256, 0.656, 4.354], [-2.238, 0.342, 6.084], [6.949, 0.730, 2.851], [7.338, 0.995, 2.017], [7.654, 0.835, 3.489], [1.561, 2.840, 5.679], [1.176, 2.728, 6.548], [2.082, 3.640, 5.749], [4.847, 2.042, -1.121], [4.307, 2.814, -1.296], [4.784, 1.520, -1.921], [1.796, -2.340, 5.157], [0.901, -2.237, 5.480], [2.245, -1.542, 5.435], [5.641, -2.247, 0.675], [5.917, -2.117, -0.232], [5.658, -1.370, 1.059], [-2.552, -0.531, -3.245], [-2.499, -1.312, -2.694], [-3.245, -0.003, -2.848], [3.689, -1.472, -3.009], [2.849, -1.872, -2.784], [4.186, -2.176, -3.426]], "atomic_forces_ev_per_a": [[5.6, 1.1, 2.5], [-1.6, -0.1, 2.8], [-4.3, -3.3, 0.6], [-0.4, 1.9, -4.9], [-0.2, -0.2, 0.0], [0.6, 0.5, -0.3], [0.4, 0.1, -0.3], [0.0, 0.1, -0.5], [2.4, 0.8, 2.5], [0.5, -1.0, 1.5], [0.6, -0.4, -4.5], [-3.5, 0.5, 1.6], [-0.1, -0.1, -0.3], [-0.2, 0.1, 0.3], [0.2, -0.1, -0.3], [0.1, 0.1, -0.7], [-3.5, 0.2, -0.6], [1.9, -0.6, -1.1], [3.5, 0.2, 2.2], [-0.9, 0.3, -0.3], [-0.2, 0.0, 0.4], [-0.4, 0.0, -0.4], [-0.3, 0.0, -0.4], [-0.1, 0.0, 0.4], [-1.3, 2.3, -2.0], [0.2, -5.7, -3.7], [0.9, 1.3, 5.5], [0.3, 1.9, -0.1], [-0.3, 0.3, 0.3], [0.1, 0.0, -0.6], [0.7, -0.3, 0.9], [-0.4, 0.1, -0.3], [0.1, 0.3, -1.9], [0.0, -2.8, -3.0], [0.3, 4.5, 1.2], [-0.2, -2.1, 3.4], [0.1, 0.4, 0.3], [-0.1, -0.4, -0.2], [0.0, 0.1, 0.4], [-0.1, 0.2, -0.3], [-0.3, -0.1, 0.0], [0.1, 0.1, -0.3], [0.2, 0.0, 0.2], [0.0, -0.2, -0.2], [-0.1, -0.1, 0.2], [0.2, 0.2, 0.0], [0.1, -0.1, 0.3], [-0.1, 0.2, -0.1], [0.0, -0.3, -0.2], [0.1, -0.2, -0.1], [-0.3, 0.0, 0.1], [0.2, 0.2, 0.0], [-0.1, -0.3, 0.1], [0.0, 0.0, -0.3], [0.0, 0.3, 0.2], [0.2, 0.0, -0.3], [0.1, -0.3, 0.2], [-0.2, 0.3, 0.1], [0.1, 0.3, 0.1], [-0.3, -0.1, 0.1], [0.1, -0.2, -0.1]]}

***

No. 2
{"formula": "C5H34N2O12", "method": "ωB97M-V with the def2-TZVPD basis set", "relative_energy_kcal_mol": 112.2, "e_lumo_ev": -0.1, "orbital_gap_ev": 8.940, "spin_multiplicity": 1, "smiles": "CNCCNCC=O.O.O.O.O.O.O.O.O.O.O.O", "species": ["C", "N", "C", "C", "N", "C", "C", "O", "H", "H", "H", "H", "H", "H", "H", "H", "H", "H", "H", "H", "O", "H", "H", "O", "H", "H", "O", "H", "H", "O", "H", "H", "O", "H", "H", "O", "H", "H", "O", "H", "H", "O", "H", "H", "O", "H", "H", "O", "H", "H", "O", "H", "H"], "xyz": [[-2.071, 0.906, 3.523], [-1.253, 0.030, 2.656], [-2.078, -0.687, 1.626], [-2.226, -0.226, 0.167], [-1.098, 0.580, -0.281], [-0.924, 0.612, -1.745], [-1.184, 2.101, -2.065], [-0.416, 2.865, -1.517], [-1.472, 1.709, 3.944], [-3.016, 1.182, 3.029], [-2.490, 0.351, 4.375], [-0.845, 0.693, 1.994], [-3.027, -1.016, 2.033], [-1.539, -1.623, 1.551], [-3.164, 0.263, -0.123], [-2.263, -1.205, -0.350], [-0.303, 0.413, 0.304], [-1.548, -0.190, -2.149], [0.105, 0.386, -2.057], [-2.053, 2.556, -2.574], [1.856, 1.603, -0.555], [2.033, 2.112, 0.272], [1.025, 2.063, -0.843], [2.714, -2.997, 1.830], [2.877, -3.821, 1.370], [1.951, -3.101, 2.403], [2.980, -0.859, -0.893], [2.878, -0.914, -1.837], [2.734, 0.035, -0.603], [1.014, -1.082, 4.081], [0.165, -0.807, 3.677], [1.679, -0.769, 3.460], [2.549, 0.579, -3.067], [2.198, 1.227, -2.427], [3.386, 0.992, -3.307], [-0.853, -3.681, 0.491], [-0.203, -3.077, 0.102], [-0.872, -3.331, 1.388], [3.270, 3.015, 1.110], [3.560, 2.261, 1.626], [3.846, 3.772, 1.056], [-0.423, -2.929, -3.903], [-0.706, -2.966, -2.985], [0.520, -3.095, -3.884], [0.028, 0.853, -4.972], [0.950, 0.675, -4.735], [-0.367, 0.044, -4.619], [0.591, -1.363, 0.405], [0.926, -1.447, -0.490], [1.356, -1.273, 0.984], [-3.926, 2.834, 0.705], [-3.414, 2.087, 1.023], [-3.456, 3.661, 0.797]], "atomic_forces_ev_per_a": [[-1.0, -1.0, 0.4], [-1.1, 1.4, -1.5], [0.4, -1.7, 1.0], [0.3, -0.2, -0.3], [-1.3, 0.2, 0.0], [0.0, 0.1, 1.0], [0.4, 0.0, 0.7], [0.0, 0.3, -0.7], [-0.2, 0.2, -0.3], [0.5, 0.8, -0.1], [0.6, -0.2, 0.0], [0.8, 0.2, 0.7], [-0.4, 0.4, 0.2], [0.0, -0.1, -0.3], [0.0, 0.2, 0.5], [0.0, 0.2, -0.1], [0.6, -0.3, -0.8], [-0.3, 0.5, -0.5], [-0.2, 0.1, 0.2], [0.1, -0.7, -0.2], [-1.1, 0.9, 0.7], [0.5, -0.2, -1.0], [0.2, -0.3, -0.1], [0.2, 0.7, 0.1], [-0.2, -0.2, 0.0], [-0.1, -0.4, 0.1], [0.3, -0.9, 1.2], [0.0, 0.6, -0.5], [-0.1, -0.2, -0.7], [0.0, -0.2, -0.2], [0.0, 0.1, -0.1], [0.1, 0.0, 0.1], [-0.2, 0.7, -0.6], [0.1, -0.3, 0.1], [0.1, -0.2, -0.2], [0.1, -0.1, -0.1], [-0.1, -0.1, 0.2], [-0.1, -0.3, 0.1], [-1.2, -0.2, -0.1], [0.9, 0.6, 0.2], [0.6, -0.2, 0.4], [-0.2, 0.3, 0.0], [-0.1, -0.1, 0.1], [0.2, -0.1, 0.0], [0.2, -0.6, 0.5], [0.2, 0.4, -0.1], [-0.4, 0.1, -0.3], [-0.5, -0.2, 0.5], [0.9, 0.3, 0.0], [0.4, -0.5, -0.4], [-0.9, -0.2, -0.3], [0.5, 0.4, 0.1], [0.5, -0.2, 0.2]]}

***

No. 3
{"formula": "C5H35N2O12", "method": "ωB97M-V with the def2-TZVPD basis set", "relative_energy_kcal_mol": 135.0, "total_charge": -1, "e_lumo_ev": 2.3, "orbital_gap_ev": 8.241, "spin_multiplicity": 1, "species": ["N", "C", "C", "C", "N", "C", "C", "O", "H", "H", "H", "H", "H", "H", "H", "H", "H", "H", "H", "H", "H", "H", "H", "O", "H", "H", "O", "H", "H", "O", "H", "H", "O", "H", "H", "O", "H", "H", "O", "H", "H", "O", "H", "H", "O", "H", "H", "O", "H", "H", "O", "H", "H", "O"], "xyz": [[1.764, -2.342, 2.197], [1.095, -0.985, 2.360], [1.619, -0.253, 3.630], [1.235, 0.009, 1.324], [-0.012, -0.085, 0.402], [0.194, 0.482, -1.024], [-1.069, 1.186, -1.801], [-1.507, 2.399, -1.215], [0.988, -2.804, 1.661], [2.511, -2.434, 1.498], [0.000, -1.462, 2.438], [0.599, 0.190, 3.932], [1.966, -0.950, 4.305], [2.319, 0.535, 3.425], [2.188, -0.287, 0.740], [1.197, 1.118, 1.585], [-0.607, 0.640, 0.936], [0.487, -0.357, -1.628], [1.007, 1.298, -0.978], [-1.908, 0.442, -1.632], [-0.976, 1.229, -2.923], [2.155, -3.364, -0.267], [2.025, -2.417, -1.573], [2.605, -3.084, -1.123], [-3.253, 1.024, 2.060], [-3.969, -0.259, 1.671], [-3.443, 0.143, 2.341], [-1.566, 3.546, 2.219], [-0.655, 3.066, 1.272], [-0.747, 2.906, 2.221], [-1.217, -1.337, -0.118], [-2.733, -1.635, -0.029], [-1.952, -1.758, -0.626], [-0.194, -3.209, -1.606], [-1.409, -2.450, -2.126], [-0.786, -3.217, -2.392], [-0.384, 4.770, -0.321], [-0.641, 3.110, -0.710], [-0.008, 3.871, -0.116], [1.320, 3.654, -0.992], [1.887, 3.615, -2.383], [2.216, 3.744, -1.578], [-0.633, -3.980, -0.181], [-0.957, -4.357, 1.368], [-0.280, -4.383, 0.675], [3.487, 1.287, -2.579], [2.985, -0.163, -1.946], [2.885, 0.818, -2.079], [-3.955, 2.098, 0.058], [-2.575, 2.613, -0.086], [-3.385, 2.641, 0.516], [-0.347, -2.323, -3.954], [0.270, -1.128, -2.969], [0.163, -1.412, -3.879]], "atomic_forces_ev_per_a": [[-1.6, -0.3, -1.8], [-0.2, -2.5, 2.7], [-4.0, 0.6, -1.2], [-0.6, 1.3, -4.8], [-0.7, 2.1, -0.2], [-0.1, 2.8, 0.8], [-1.2, -1.4, 2.0], [1.0, -0.9, -0.8], [1.1, -0.3, 0.8], [0.3, 0.9, 0.5], [1.9, 2.2, 0.4], [1.9, -0.1, 0.4], [0.7, -1.3, 1.8], [0.3, 0.2, -0.2], [-1.4, 1.0, 0.6], [0.8, -1.6, 0.3], [0.5, -1.5, -1.4], [0.6, -0.2, -0.1], [-1.0, -1.6, -0.3], [0.7, 0.5, -0.4], [0.7, 0.1, 1.0], [0.6, 0.7, -1.8], [0.6, -1.0, 0.8], [-1.3, 0.3, 0.9], [0.3, 1.3, -0.7], [-0.6, -0.2, -0.8], [0.4, -1.0, 1.3], [1.9, -1.9, 0.9], [1.3, -0.1, -0.7], [-3.2, 1.8, 0.4], [0.4, 0.5, 0.2], [1.0, -0.2, -0.9], [-1.5, -0.1, 1.3], [-0.2, -0.1, -1.2], [0.9, -1.7, -0.3], [-0.9, 0.7, 1.7], [0.7, -1.5, 0.3], [-0.4, 0.2, -0.3], [-0.2, 1.4, -0.5], [2.2, 0.7, -0.9], [-1.9, -0.9, -5.5], [-0.1, 0.5, 6.3], [-0.1, -0.9, 2.2], [0.0, 0.3, -0.6], [-0.1, 0.6, -1.4], [2.4, 0.6, -1.6], [0.7, 1.9, -0.9], [-2.7, -2.6, 2.3], [-2.2, -1.7, -1.6], [-0.2, -0.2, 0.0], [2.0, 1.7, 1.7], [1.9, 3.0, 1.1], [-0.5, -0.6, -0.1], [-0.9, -1.8, -2.0]]}

***

No. 4
{"formula": "C5H35NO11", "method": "ωB97M-V with the def2-TZVPD basis set", "relative_energy_kcal_mol": 6.1, "total_charge": 1, "e_lumo_ev": [-2.7, -7.9], "orbital_gap_ev": [10.809, 5.652], "spin_multiplicity": 2, "species": ["C", "C", "N", "C", "C", "C", "H", "H", "H", "H", "H", "H", "H", "H", "H", "H", "H", "H", "H", "H", "H", "O", "H", "H", "O", "H", "H", "O", "H", "H", "O", "H", "H", "O", "H", "H", "O", "H", "H", "O", "H", "H", "O", "H", "H", "O", "H", "H", "O", "H", "H", "O"], "xyz": [[0.995, -3.602, 0.951], [1.015, -2.089, 1.275], [1.470, -1.013, 0.335], [2.994, -1.012, 0.444], [3.546, 0.083, -0.402], [0.937, -1.328, -1.012], [1.471, -3.732, -0.020], [1.716, -4.055, 1.664], [0.009, -4.018, 1.057], [1.398, -1.867, 2.278], [-0.144, -1.905, 1.354], [3.402, -1.943, 0.043], [3.246, -0.933, 1.527], [4.133, -0.278, -1.239], [4.276, 0.662, 0.212], [2.868, 0.865, -0.811], [0.686, -0.363, -1.499], [-0.011, -1.868, -0.940], [1.663, -1.848, -1.667], [-3.099, -1.689, -0.040], [-1.625, -1.793, 0.038], [-2.314, -1.574, -0.597], [-1.374, -2.801, -2.682], [-1.104, -1.875, -3.782], [-0.686, -2.633, -3.347], [0.775, 0.419, 2.034], [0.271, 1.953, 1.574], [0.633, 1.342, 2.226], [-0.794, 2.112, -2.233], [0.388, 1.278, -1.856], [0.157, 2.181, -2.053], [0.471, -0.112, -4.169], [0.690, 1.348, -4.421], [0.034, 0.743, -4.048], [-2.755, 1.260, -0.061], [-2.228, 2.275, 1.091], [-2.653, 1.441, 0.884], [-3.738, 0.390, -2.351], [-2.452, -0.195, -1.617], [-2.962, 0.615, -1.833], [-2.668, -1.336, 3.118], [-2.691, -0.344, 1.988], [-2.416, -1.256, 2.193], [-0.727, 0.250, 3.187], [-0.828, -0.509, 4.611], [-0.391, -0.448, 3.757], [-0.346, 2.817, -0.477], [0.255, 4.014, 0.307], [-0.559, 3.482, 0.206], [2.615, 3.352, 0.918], [1.686, 3.284, 2.212], [2.065, 3.849, 1.529]], "atomic_forces_ev_per_a": [[2.5, 0.4, -0.1], [-4.0, 2.4, 1.4], [2.1, -6.4, -0.3], [-1.2, 1.7, 0.4], [1.7, 2.2, 0.0], [-0.6, 1.9, -0.3], [-0.5, -0.5, -0.3], [-0.7, 0.0, -0.3], [-0.2, -0.2, -0.2], [0.1, 0.0, -0.4], [1.8, 0.3, 0.3], [-0.7, -0.5, 0.3], [-0.2, 0.0, -0.9], [-0.1, -0.2, -0.2], [-0.4, -0.3, -0.5], [0.0, -0.8, 0.5], [0.3, -0.7, 0.0], [0.6, 0.0, 0.0], [-0.2, 0.2, 0.6], [-0.1, 0.2, -0.2], [-0.1, 0.1, 0.2], [0.2, -0.8, 0.2], [0.2, -0.4, 0.0], [0.3, -0.1, -0.4], [-0.6, 0.6, 0.4], [-0.3, 0.2, -0.7], [-0.3, -0.5, -0.9], [0.5, 0.9, 1.1], [0.1, 0.0, -0.4], [0.1, -0.3, -0.3], [-0.4, 0.8, 1.0], [-0.2, 0.0, -0.2], [-0.3, 0.2, 0.1], [0.6, -1.0, -0.6], [0.0, 0.6, -0.2], [0.1, 0.3, -0.7], [-0.1, -1.1, 0.9], [0.0, -0.1, 0.0], [-0.9, 0.3, -0.2], [0.8, 0.3, 0.1], [0.2, -0.3, 0.0], [0.1, 0.1, -0.4], [-0.6, 0.2, -0.3], [-0.3, 0.3, 0.7], [-0.1, 0.5, -0.2], [0.8, -0.9, 0.3], [0.2, 0.7, 0.0], [-0.5, -0.3, 0.0], [0.3, -0.3, 0.6], [-0.1, -0.3, 0.4], [0.5, -0.3, -0.2], [-0.2, 0.8, -0.2]]}

***

- Which formula does entry 2 have?
  C5H34N2O12